{"formula": "C4H10NO", "method": "wB97M-V/def2-TZVPD", "species": ["C", "C", "C", "C", "O", "N", "H", "H", "H", "H", "H", "H", "H", "H", "H", "H"], "positions_angstrom": [[-0.276, 1.487, 0.267], [0.659, 0.290, 0.197], [0.007, -0.985, -0.334], [-1.272, -1.449, 0.418], [-2.313, -0.657, 0.099], [1.850, 0.521, -0.615], [-0.950, 1.475, 1.120], [0.260, 2.432, 0.303], [-0.930, 1.543, -0.604], [1.003, 0.052, 1.200], [-0.224, -0.867, -1.390], [0.725, -1.801, -0.213], [-1.410, -2.510, 0.188], [-1.017, -1.369, 1.483], [1.680, 0.375, -1.605], [2.207, 1.462, -0.516]], "forces_ev_per_a": [[-0.514, 0.264, -0.247], [-0.074, -0.003, -0.089], [0.043, 0.082, 0.202], [0.751, -0.282, 0.434], [-0.322, 0.153, -0.243], [0.269, -0.124, -0.297], [0.013, -0.218, 0.201], [0.292, 0.009, 0.101], [0.066, -0.076, -0.201], [0.102, 0.077, 0.289], [-0.057, -0.056, -0.195], [-0.073, 0.046, -0.178], [-0.270, -0.018, -0.231], [-0.067, 0.096, 0.202], [-0.126, 0.040, 0.130], [-0.034, 0.011, 0.121]], "spin_multiplicity": 2, "charge": 0, "energy_ha": -288.31590, "orbital_gap_ev": [10.5, 8.0], "relative_energy_kj_mol": 29.13, "lumo_energy_ev": [1.13, -1.44]}

=====

{"formula": "C46H113N13O10", "method": "wB97M-V/def2-TZVPD", "species": ["C", "C", "C", "C", "C", "C", "C", "C", "C", "N", "O", "H", "H", "H", "H", "H", "H", "H", "H", "H", "H", "H", "H", "H", "H", "H", "H", "H", "H", "H", "C", "C", "C", "C", "C", "C", "C", "C", "C", "N", "O", "H", "H", "H", "H", "H", "H", "H", "H", "H", "H", "H", "H", "H", "H", "H", "H", "H", "H", "H", "C", "C", "C", "C", "C", "C", "C", "C", "C", "N", "O", "H", "H", "H", "H", "H", "H", "H", "H", "H", "H", "H", "H", "H", "H", "H", "H", "H", "H", "H", "C", "O", "C", "C", "C", "N", "H", "H", "H", "H", "H", "H", "H", "H", "H", "H", "H", "C", "O", "C", "C", "C", "N", "H", "H", "H", "H", "H", "H", "H", "H", "H", "H", "H", "C", "O", "C", "C", "C", "N", "H", "H", "H", "H", "H", "H", "H", "H", "H", "H", "H", "C", "O", "C", "C", "C", "N", "H", "H", "H", "H", "H", "H", "H", "H", "H", "H", "H", "N", "C", "N", "O", "H", "H", "H", "H", "N", "C", "N", "O", "H", "H", "H", "H", "N", "C", "N", "O", "H", "H", "H", "H"], "positions_angstrom": [[16.621, 14.088, 10.078], [18.097, 14.570, 9.930], [18.645, 15.278, 11.233], [18.805, 13.272, 9.784], [20.338, 13.375, 9.572], [20.593, 14.042, 8.233], [19.794, 15.448, 8.173], [20.621, 16.585, 8.925], [19.807, 15.835, 6.678], [18.411, 15.390, 8.699], [17.668, 16.539, 8.531], [16.539, 13.598, 11.048], [15.940, 14.939, 10.055], [16.293, 13.369, 9.326], [18.619, 14.638, 12.115], [19.696, 15.569, 11.245], [18.113, 16.213, 11.403], [18.855, 12.589, 10.632], [18.390, 12.761, 8.915], [20.815, 14.016, 10.314], [20.804, 12.395, 9.681], [20.223, 13.469, 7.383], [21.642, 14.340, 8.229], [21.095, 17.280, 8.232], [21.388, 16.165, 9.576], [19.941, 17.130, 9.579], [20.727, 15.523, 6.185], [19.481, 16.852, 6.459], [19.011, 15.230, 6.242], [16.929, 16.188, 8.028], [21.573, 5.412, 18.382], [22.122, 6.188, 17.113], [23.642, 6.441, 17.093], [21.767, 5.173, 15.991], [21.944, 5.751, 14.598], [21.148, 7.059, 14.414], [21.326, 8.113, 15.520], [22.572, 8.919, 15.190], [20.067, 9.019, 15.487], [21.358, 7.490, 16.923], [21.527, 8.500, 17.928], [20.503, 5.205, 18.366], [22.049, 4.474, 18.669], [21.812, 6.104, 19.190], [24.119, 5.477, 16.920], [24.075, 7.183, 16.422], [24.045, 6.700, 18.072], [22.437, 4.317, 16.079], [20.776, 4.759, 16.175], [22.995, 6.003, 14.453], [21.640, 5.058, 13.814], [20.121, 6.693, 14.411], [21.427, 7.428, 13.427], [22.321, 9.848, 14.680], [23.372, 8.436, 14.629], [23.111, 9.355, 16.032], [20.213, 9.872, 16.149], [19.164, 8.548, 15.874], [19.827, 9.452, 14.516], [22.230, 9.006, 17.515], [17.853, 12.750, 19.464], [16.543, 12.723, 18.667], [16.833, 11.698, 17.499], [15.460, 12.055, 19.493], [14.826, 13.029, 20.555], [14.403, 14.319, 19.769], [15.540, 15.085, 19.020], [14.803, 16.144, 18.182], [16.461, 15.877, 20.075], [16.063, 14.028, 18.194], [17.010, 14.508, 17.287], [18.211, 11.773, 19.790], [18.743, 13.189, 19.013], [17.772, 13.389, 20.343], [15.930, 11.317, 17.022], [17.323, 12.141, 16.632], [17.435, 10.839, 17.795], [14.689, 11.720, 18.799], [15.812, 11.141, 19.971], [13.930, 12.544, 20.943], [15.407, 13.244, 21.452], [13.767, 14.946, 20.395], [13.703, 13.926, 19.031], [14.148, 16.736, 18.820], [14.207, 15.753, 17.358], [15.496, 16.787, 17.640], [15.873, 16.753, 20.347], [17.321, 16.351, 19.602], [16.758, 15.265, 20.927], [16.560, 14.305, 16.463], [19.719, 17.882, 14.266], [19.980, 16.804, 15.144], [19.788, 17.189, 16.523], [20.493, 16.262, 17.534], [22.071, 16.153, 17.263], [19.865, 14.915, 17.593], [18.779, 18.420, 14.390], [19.731, 17.506, 13.242], [20.501, 18.640, 14.232], [20.159, 18.198, 16.703], [18.707, 17.217, 16.655], [20.308, 16.799, 18.464], [22.447, 15.393, 17.948], [22.708, 17.034, 17.341], [22.183, 15.722, 16.268], [18.878, 15.077, 17.728], [19.815, 14.632, 16.625], [24.368, 11.616, 8.125], [24.928, 11.717, 9.425], [24.721, 10.506, 10.193], [23.207, 9.949, 10.424], [22.394, 10.677, 11.516], [23.087, 8.618, 10.877], [25.036, 11.122, 7.420], [24.176, 12.609, 7.719], [23.364, 11.191, 8.146], [25.510, 9.821, 9.882], [25.110, 10.764, 11.178], [22.631, 10.029, 9.502], [21.491, 10.170, 11.853], [22.155, 11.688, 11.187], [22.931, 10.685, 12.464], [22.135, 8.310, 11.014], [23.442, 8.696, 11.819], [20.179, 4.784, 10.903], [19.472, 6.002, 11.163], [19.657, 6.912, 10.045], [18.974, 8.228, 10.423], [19.141, 9.385, 9.390], [19.592, 8.716, 11.584], [21.203, 5.092, 10.689], [19.681, 4.303, 10.061], [20.137, 4.098, 11.749], [20.720, 6.935, 9.805], [19.127, 6.482, 9.195], [17.917, 7.992, 10.548], [19.979, 10.049, 9.601], [18.381, 10.166, 9.383], [19.278, 9.011, 8.376], [19.533, 7.826, 12.057], [18.902, 9.289, 12.048], [24.729, 16.880, 9.709], [24.880, 16.196, 10.911], [24.225, 14.952, 11.169], [24.600, 14.463, 12.597], [26.059, 14.057, 12.848], [23.691, 13.459, 13.005], [23.758, 17.351, 9.560], [24.939, 16.255, 8.841], [25.461, 17.687, 9.685], [23.140, 15.026, 11.093], [24.473, 14.152, 10.472], [24.335, 15.237, 13.317], [26.651, 14.814, 12.334], [26.357, 13.075, 12.479], [26.273, 13.945, 13.911], [23.943, 12.609, 12.521], [23.886, 13.316, 13.986], [16.189, 13.947, 14.332], [16.035, 15.113, 13.749], [17.057, 15.888, 13.965], [15.035, 15.594, 13.410], [17.094, 13.573, 14.581], [15.417, 13.332, 14.544], [18.001, 15.598, 14.174], [16.953, 16.805, 13.555], [20.808, 12.353, 13.606], [20.164, 13.387, 14.064], [20.910, 14.446, 14.048], [19.091, 13.370, 14.579], [21.777, 12.442, 13.336], [20.349, 11.461, 13.495], [21.780, 14.182, 13.609], [20.711, 15.336, 14.482], [23.494, 12.960, 17.887], [22.841, 12.644, 16.733], [21.559, 12.651, 16.895], [23.413, 12.421, 15.722], [22.911, 13.018, 18.710], [24.482, 12.757, 17.928], [21.061, 12.134, 16.185], [21.051, 13.303, 17.476]], "forces_ev_per_a": [[0.211, 1.560, 0.093], [0.797, 0.798, 0.777], [-0.460, 0.103, -0.267], [3.044, -1.361, -0.458], [-0.623, 0.610, -0.882], [-1.298, 1.735, 1.044], [1.434, 1.134, 0.280], [-0.504, -0.776, 0.150], [-1.543, -0.830, 0.176], [0.534, -3.696, -0.010], [-0.177, 0.613, 0.296], [-0.058, 0.114, 0.060], [-0.188, -0.024, 0.180], [0.356, 0.100, -0.228], [-0.687, -0.126, -0.013], [0.115, -0.133, -0.820], [-0.285, -0.138, 0.166], [-1.442, 0.243, 0.474], [-0.004, -0.293, -0.007], [-0.148, -0.090, 0.397], [-0.005, -0.089, -0.280], [0.457, -0.247, -0.018], [0.085, -0.214, -0.865], [-0.013, -0.067, 0.001], [0.144, -0.061, 0.019], [0.045, 0.219, -0.179], [0.140, 0.468, 0.152], [0.539, 0.160, 0.217], [-0.032, -0.263, -0.348], [-0.270, 0.452, -0.198], [1.065, 1.897, 0.511], [-0.600, -0.179, -0.303], [0.469, -0.951, 1.258], [0.158, 0.658, -0.559], [0.076, 0.906, 0.235], [-0.108, -1.728, 0.688], [-0.526, -0.453, 0.560], [0.683, 1.332, 0.155], [0.235, 0.578, 0.721], [-1.385, -1.510, -1.350], [0.362, -1.227, -1.083], [0.039, 0.438, -0.340], [0.472, -0.006, -0.649], [-0.448, -0.118, 0.501], [0.213, -0.017, -0.348], [-0.598, -0.157, -0.306], [-0.322, 0.294, 0.298], [0.141, 0.020, 0.302], [-0.254, 0.315, -0.256], [0.280, -0.298, -0.079], [0.103, -0.090, -0.002], [-0.378, 0.513, -0.193], [-0.330, 0.539, 0.096], [-0.204, -0.105, -0.477], [-0.309, -0.414, -0.162], [-0.034, -0.162, 0.529], [0.134, 0.131, 0.108], [0.208, -0.468, -0.118], [0.308, -0.301, -0.322], [0.538, 0.674, 0.532], [0.814, 1.005, 0.886], [1.130, -1.688, 0.029], [-0.572, 0.982, -0.938], [-0.654, 0.791, 1.339], [-0.153, 0.151, -1.383], [-0.143, -0.971, 0.868], [-1.270, -0.181, 1.929], [0.544, 0.042, -0.778], [-0.747, -0.441, -1.476], [0.327, -0.914, -0.620], [0.320, 0.620, -0.334], [-0.505, -0.203, 0.033], [-0.325, 0.040, -0.881], [-0.349, -0.193, 0.381], [-0.449, -0.122, 0.415], [0.580, 0.307, 0.293], [-0.069, 0.192, 0.369], [-0.328, 0.238, 0.089], [0.338, 0.062, -0.001], [-0.193, 0.071, -0.051], [0.548, -0.034, -0.272], [0.411, 0.418, 0.191], [0.073, 0.219, -0.428], [0.151, 0.063, 0.007], [-0.190, -0.575, 0.268], [0.237, 0.298, 0.355], [-0.183, -0.250, 0.584], [0.327, -0.474, -0.187], [-0.060, 0.207, -0.040], [0.272, 0.379, -0.716], [0.425, 0.120, -1.174], [-0.026, 0.883, 0.620], [0.236, -0.204, -0.258], [0.824, 0.534, -0.812], [-1.720, -0.920, 0.152], [0.704, 1.180, -0.307], [-0.285, -0.337, 0.528], [-0.204, -0.406, 0.013], [0.314, 0.050, 0.626], [0.199, 0.219, -0.279], [-0.181, -0.133, 0.439], [0.163, -0.305, 0.375], [0.097, 0.150, 0.081], [-0.543, 0.251, 0.073], [0.157, 0.079, -0.123], [-0.432, -0.137, 0.606], [0.206, -0.550, -0.584], [-0.285, 0.678, -0.146], [-1.329, -0.695, 0.243], [-0.254, 0.246, 0.957], [-0.938, 1.734, -0.186], [0.588, 1.727, -0.309], [2.189, -2.659, 0.189], [-0.056, -0.412, 0.069], [0.396, 0.316, 0.249], [0.208, -0.465, -0.114], [-0.754, -0.918, -0.587], [-0.263, 0.286, 0.335], [0.208, 0.092, -0.212], [-0.209, -0.195, -1.020], [-0.064, 0.278, 0.473], [0.687, 0.376, 0.002], [-0.315, 0.403, -0.341], [0.246, -0.833, 0.422], [-0.499, 0.849, -0.049], [0.193, 0.317, -0.255], [-0.989, -0.765, 0.327], [0.304, 1.280, -3.168], [0.022, -0.212, -0.789], [-0.026, -0.825, 2.177], [0.253, -0.625, -0.181], [0.371, -0.228, -0.266], [-0.063, 0.368, 0.160], [0.176, 0.543, 0.012], [0.039, -0.013, -0.330], [-0.228, -0.060, 0.005], [0.682, -0.684, 0.302], [-0.826, -0.596, 0.057], [-0.206, 0.096, -0.175], [0.673, 0.051, 1.820], [0.071, 0.451, 0.393], [0.071, -0.011, -0.676], [0.184, -0.615, 1.079], [0.469, 0.099, 0.363], [0.178, 1.237, -0.149], [-0.106, 0.403, -0.647], [-0.953, -1.312, -0.061], [-0.380, -0.159, 0.213], [-0.044, -0.281, -0.150], [0.083, -0.049, 0.218], [-0.274, 0.374, 0.275], [0.523, 0.015, -0.468], [0.503, 0.859, -0.333], [0.549, -0.055, 0.448], [-0.417, -0.093, -0.660], [-0.027, 0.660, 0.114], [-0.112, -0.470, 0.039], [-0.260, -0.617, 0.339], [-0.075, -4.631, 1.458], [1.659, -0.483, 2.686], [4.215, 3.436, -0.166], [-6.017, 1.526, -2.921], [0.312, 0.166, -0.310], [-0.097, 0.340, -0.562], [-0.158, -0.293, 0.031], [0.181, -0.182, 0.039], [0.922, -3.940, -1.553], [0.638, 0.913, 0.922], [2.520, 2.112, -1.022], [-4.683, -0.561, 1.552], [-0.111, -0.164, -0.115], [0.074, 0.299, 0.073], [0.756, 1.460, 0.084], [-0.178, -0.115, -0.055], [0.677, 0.343, 0.665], [1.386, 1.231, 2.966], [-3.949, -1.038, -0.575], [2.097, -1.407, -3.497], [0.659, -0.234, 0.093], [-0.295, 0.259, 0.218], [-0.332, 0.570, -0.077], [-0.158, -0.020, 0.299]], "spin_multiplicity": 1, "charge": 0, "smiles": "CC1(C)CCCC(C)(C)N1O.CC1(C)CCCC(C)(C)N1O.CC1(C)CCCC(C)(C)N1O.COC[C@H](C)N.COC[C@H](C)N.COC[C@H](C)N.COC[C@H](C)N.NC(N)=O.NC(N)=O.NC(N)=O", "energy_ha": -3284.44043, "orbital_gap_ev": 8.5, "relative_energy_kj_mol": 553.78, "lumo_energy_ev": 0.55}

=====

Number 1 is which compound? C4H10NO